Molecular formula: C2H9N2O
Method: DFT, wB97M-V/def2-TZVPD

Values from the calculation:
- Net charge: -1
- HOMO-LUMO gap: 7.73 eV
- E_LUMO: 0.1696 Ha

Last columns: bonded neighbours and bond lengths (Å).
Atoms and positions in Å:
1 C -0.035 -1.817 -1.162  O2 1.373, H3 1.120, H4 1.108, H5 1.113
2 O -0.549 -1.899 0.108  C1 1.373
3 H -0.836 -1.720 -1.940  C1 1.120
4 H 0.686 -1.016 -1.419  C1 1.108
5 H 0.429 -2.779 -1.475  C1 1.113
6 N 1.227 1.430 0.409  C7 1.514, H9 1.021, H10 1.018
7 C -0.070 1.360 1.187  N6 1.514, N8 1.439, H11 1.094, H12 1.102
8 N -1.114 0.510 0.680  C7 1.439, H13 1.020, H14 1.181
9 H 1.600 0.482 0.471  N6 1.021
10 H 0.967 1.509 -0.572  N6 1.018
11 H 0.232 1.106 2.208  C7 1.094
12 H -0.381 2.416 1.228  C7 1.102
13 H -1.397 1.011 -0.162  N8 1.020
14 H -0.759 -0.591 0.439  N8 1.181

Results of the Löwdin charge analysis, in e, for atoms 1 through 2: -0.40 -0.38